ORCA calculation (the ωB97M-V functional and the def2-TZVPD basis) on CF3NO2S2Tm as an isolated structure at a distorted geometry.

Calculated values
HOMO-LUMO gap (spin up / spin down): 7.2 / 6.9 eV
ΔE to the lowest compared entry with this formula, charge and spin: 18.1 kJ/mol
HOMO level (spin up / spin down): -13.35 / -13.03 eV
Maximum force: 3.70 eV/Å

Geometry as ORCA input:
```
! wB97M-V def2-TZVPD RIJCOSX def2/J DEFGRID3
* xyz 1 3
Tm -1.990 1.311 2.087
N -1.148 -0.366 0.737
S -1.715 -2.022 0.933
S 0.365 0.012 0.579
O 1.441 -0.862 1.035
O 0.361 1.454 1.026
C 0.626 0.102 -1.273
F 1.856 0.525 -1.523
F 0.449 -1.100 -1.800
F -0.245 0.946 -1.801
*
```

=====

ORCA calculation (the ωB97M-V functional and the def2-TZVPD basis) on C20H19Cl2Si as an isolated structure at a distorted geometry.

Calculated values
HOMO-LUMO gap: 6.4 eV
ΔE to the lowest compared entry with this formula, charge and spin: 0.0 kJ/mol
HOMO level: -12.03 eV
Maximum force: 3.28 eV/Å

Geometry as ORCA input:
```
! wB97M-V def2-TZVPD RIJCOSX def2/J DEFGRID3
* xyz 1 1
Cl 6.131 2.787 -0.409
C 4.507 2.515 0.033
C 4.173 1.924 1.261
C 2.826 1.649 1.544
C 1.794 1.903 0.616
C 0.472 1.137 0.757
C -0.851 1.864 0.603
C -1.868 1.647 1.552
C -3.215 1.919 1.273
C -3.562 2.473 0.035
Cl -5.189 2.758 -0.390
C -2.548 2.855 -0.857
C -1.201 2.546 -0.569
C 2.132 2.716 -0.480
C 3.482 2.954 -0.817
H 4.988 1.641 1.931
H 2.615 1.166 2.511
H 0.495 0.546 1.733
H -1.643 1.203 2.534
H -4.025 1.670 1.968
H -2.794 3.340 -1.809
H -0.437 2.770 -1.322
H 1.357 3.127 -1.142
H 3.724 3.447 -1.769
C -0.615 -0.835 -2.410
Si 0.388 -1.241 -0.928
H 0.329 0.081 0.206
C -0.305 -2.860 -0.249
C 0.067 -4.134 -0.728
C -0.484 -5.299 -0.188
C -1.440 -5.232 0.829
C -1.851 -3.974 1.280
C -1.300 -2.801 0.745
H -0.181 -0.011 -2.946
H -0.615 -1.705 -3.108
H -1.648 -0.613 -2.215
H 1.713 -1.550 -1.446
H 0.834 -4.221 -1.520
H -0.166 -6.273 -0.551
H -1.868 -6.144 1.256
H -2.597 -3.910 2.056
H -1.624 -1.833 1.130
*
```